No. 1
A molecular structure, C2H4N4, computed with the ωB97M-V functional and the def2-TZVPD basis.

CARTESIAN COORDINATES (ANGSTROEM)
1 N -0.400 1.427 -0.990
2 C -0.141 0.382 -0.132
3 C 0.559 -0.801 -0.362
4 N 0.592 -1.482 0.792
5 N -0.162 -0.719 1.710
6 N -0.620 0.363 1.120
7 H 0.320 1.616 -1.670
8 H -0.719 2.260 -0.517
9 H 1.034 -1.175 -1.256
10 H -0.462 -1.872 1.305

Summary:
HOMO energy = -9.3 eV
LUMO energy = 0.9 eV
orbital gap = 10.206 eV
net charge = 0
E_tot = -297.53515 Eh
ΔE to the lowest compared entry with this formula, charge and spin = 68.5 kcal/mol

Mulliken atomic charge list, values in e, 2 entries:
1. N -0.50
2. C 0.56

***

No. 2
2 unconnected molecules or ions with the total composition C2H6NO2 in a non-equilibrium geometry, computed with the ωB97M-V functional and the def2-TZVPD basis.

CARTESIAN COORDINATES (ANGSTROEM)
1 C -0.272 -2.122 -0.348
2 N 0.497 -1.227 -0.824
3 H -0.956 -1.826 0.429
4 H -0.170 -3.092 -0.824
5 H 1.073 -1.361 -1.654
6 H 0.613 -0.302 -0.320
7 O 0.995 0.956 0.626
8 C 0.237 1.871 0.793
9 O -1.029 1.718 0.395
10 H 0.476 2.806 1.301
11 H -1.463 2.580 0.426

Summary:
HOMO energy = -15.8 eV
LUMO energy = -5.0 eV
orbital gap = 10.878 eV
net charge = +1
E_tot = -284.77695 Eh
ΔE to the lowest compared entry with this formula, charge and spin = 16.8 kcal/mol

Mulliken atomic charge list, values in e, 2 entries:
1. C -0.07
2. N -0.08

***

No. 3
A molecular structure, C4H10N3O in a non-equilibrium geometry, computed with the ωB97M-V functional and the def2-TZVPD basis.

CARTESIAN COORDINATES (ANGSTROEM)
1 C -2.366 1.363 -0.342
2 C -1.039 1.539 -0.027
3 C -0.700 0.235 0.273
4 C -1.733 -2.057 0.134
5 N -2.666 0.104 -0.279
6 N -1.622 -0.662 0.123
7 N 3.327 0.348 -0.495
8 O 1.339 -0.046 0.963
9 H -3.238 2.109 -0.581
10 H -0.462 2.393 -0.172
11 H 3.553 -0.584 -0.768
12 H -0.738 -2.554 0.236
13 H -2.421 -2.195 1.115
14 H -2.321 -2.344 -0.701
15 H 4.178 0.642 0.022
16 H 2.196 0.321 0.079
17 H 3.410 0.920 -1.318
18 H 1.300 0.467 1.740

Summary:
HOMO energy (alpha / beta) = -12.0 / -14.1 eV
LUMO energy (alpha / beta) = -2.7 / -7.0 eV
orbital gap (alpha / beta) = 9.277 / 7.097 eV
2S+1 = 3
net charge = +1
E_tot = -397.44246 Eh
expectation value of S² = 2.03
ΔE to the lowest compared entry with this formula, charge and spin = 61.9 kcal/mol

Mulliken atomic charge list, values in e, 2 entries:
1. C -0.19
2. C -0.27

***

No. 4
2 unconnected molecules or ions with the total composition C6H10N in a non-equilibrium geometry, computed with the ωB97M-V functional and the def2-TZVPD basis.

CARTESIAN COORDINATES (ANGSTROEM)
1 C -1.967 2.649 -2.358
2 C -1.134 3.410 -1.635
3 C -0.884 -0.295 0.549
4 C -0.897 2.015 -1.754
5 C 0.957 -0.589 1.885
6 C 0.912 -1.318 -0.577
7 N 0.297 -0.722 0.601
8 H -2.775 2.660 -3.011
9 H -1.025 4.380 -1.113
10 H -1.305 0.186 1.457
11 H -1.610 -0.516 -0.223
12 H 0.126 -0.478 2.589
13 H 1.657 -1.430 2.012
14 H 1.492 0.368 1.811
15 H 0.059 -1.601 -1.232
16 H 1.505 -0.586 -1.059
17 H 1.684 -2.053 -0.517

Summary:
HOMO energy = -12.6 eV
LUMO energy = -4.3 eV
orbital gap = 8.275 eV
net charge = +1
E_tot = -288.93062 Eh
ΔE to the lowest compared entry with this formula, charge and spin = 95.6 kcal/mol

Mulliken atomic charge list, values in e, 2 entries:
1. C -0.17
2. C -0.11

***

No. 5
C4H8N2 in the gas phase in a non-equilibrium geometry, computed with the ωB97M-V functional and the def2-TZVPD basis.

CARTESIAN COORDINATES (ANGSTROEM)
1 C -1.657 -0.916 -0.260
2 N -0.428 -0.561 0.404
3 C 0.418 0.445 -0.205
4 C 1.124 1.128 0.983
5 C 1.219 -0.135 -1.322
6 N 1.661 -0.664 -2.253
7 H -2.273 -0.013 -0.337
8 H -2.184 -1.617 0.391
9 H -1.547 -1.361 -1.260
10 H 0.140 -1.370 0.633
11 H -0.214 1.185 -0.710
12 H 0.585 2.051 1.206
13 H 0.969 0.484 1.851
14 H 2.185 1.342 0.879

Summary:
structure (SMILES) = CN[C@@H](C)C#N
HOMO energy = -9.5 eV
LUMO energy = 0.9 eV
orbital gap = 10.372 eV
net charge = 0
E_tot = -266.69107 Eh
ΔE to the lowest compared entry with this formula, charge and spin = 19.4 kcal/mol

Mulliken atomic charge list, values in e, 2 entries:
1. C -0.89
2. N -0.40

***

No. 6
C14H20N2O5 in the gas phase, computed with the ωB97M-V functional and the def2-TZVPD basis.

CARTESIAN COORDINATES (ANGSTROEM)
1 C -3.961 -0.720 1.261
2 C -4.030 -0.077 -0.126
3 C -5.480 -0.087 -0.615
4 C -3.511 1.361 -0.067
5 C -2.048 1.464 0.317
6 O -1.628 2.407 0.957
7 C -1.186 0.383 -0.158
8 C 0.229 0.493 0.115
9 N 1.039 -0.402 -0.288
10 C 2.459 -0.390 -0.059
11 C 3.047 0.835 0.650
12 C 4.574 0.822 0.696
13 C 5.228 0.848 -0.674
14 N 6.565 1.056 -0.627
15 O 4.645 0.695 -1.725
16 C 2.780 -1.695 0.658
17 O 3.503 -1.817 1.612
18 O 2.154 -2.731 0.098
19 C -1.693 -0.707 -0.821
20 O -0.936 -1.693 -1.245
21 C -3.152 -0.854 -1.114
22 H -4.570 -0.160 1.966
23 H -4.330 -1.742 1.226
24 H -2.938 -0.735 1.631
25 H -5.851 -1.107 -0.686
26 H -6.116 0.461 0.076
27 H -5.562 0.378 -1.595
28 H -3.611 1.826 -1.053
29 H -4.092 1.959 0.638
30 H 0.518 1.386 0.669
31 H 2.923 -0.469 -1.054
32 H 2.717 1.724 0.108
33 H 2.667 0.882 1.673
34 H 4.915 -0.073 1.219
35 H 4.920 1.692 1.260
36 H 7.062 1.152 0.240
37 H 7.086 1.059 -1.487
38 H 2.367 -3.552 0.568
39 H 0.023 -1.474 -1.001
40 H -3.327 -0.480 -2.128
41 H -3.400 -1.917 -1.115

Summary:
structure (SMILES) = CC1(C)CC(=O)C(/C=N/[C@@H](CCC(N)=O)C(=O)O)=C(O)C1
HOMO energy = -8.7 eV
LUMO energy = 0.7 eV
orbital gap = 9.422 eV
net charge = 0
E_tot = -1031.25381 Eh
ΔE to the lowest compared entry with this formula, charge and spin = 0.0 kcal/mol

Mulliken atomic charge list, values in e, 2 entries:
1. C -1.81
2. C 1.76